The following is a quantum chemistry calculation of one molecule with the formula C20H26N2O4S, from OMol25.

Each line ends with the Löwdin charge.
Cartesian coordinates (Å):
C: 6.002 4.110 5.069  -0.091
H: 6.548 3.310 5.580  0.096
O: 5.165 3.601 4.058  -0.081
C: 4.170 2.740 4.408  -0.266
C: 3.383 2.271 3.358  0.064
C: 2.340 1.388 3.603  -0.140
C: 2.074 0.965 4.908  -0.032
C: 2.857 1.433 5.941  -0.072
C: 3.901 2.316 5.705  -0.023
H: 4.494 2.662 6.537  0.101
H: 2.660 1.112 6.953  0.106
H: 1.261 0.279 5.077  0.109
C: 1.523 0.898 2.516  -0.280
N: 0.519 0.074 2.612  0.198
C: 0.056 -0.095 1.338  -0.301
C: 0.832 0.651 0.489  -0.233
O: 1.759 1.286 1.243  0.130
C: 0.812 0.839 -0.982  0.007
H: -0.077 1.390 -1.288  0.085
H: 0.807 -0.133 -1.471  0.066
H: 1.695 1.394 -1.287  0.089
C: -1.068 -1.001 1.028  -0.226
H: -1.679 -0.625 0.211  0.093
H: -1.664 -1.184 1.917  0.106
S: -0.366 -2.645 0.508  0.975
O: 0.223 -2.420 -0.824  -0.538
C: -2.006 -3.452 0.175  -0.222
C: -2.858 -2.661 -0.804  -0.570
O: -3.960 -2.245 -0.510  0.060
N: -2.271 -2.505 -2.004  0.097
H: -1.272 -2.679 -2.065  0.111
C: -2.864 -1.722 -3.069  -0.312
C: -2.650 -2.430 -4.406  -0.150
C: -3.263 -1.618 -5.544  -0.201
C: -2.659 -0.218 -5.587  -0.210
C: -2.873 0.493 -4.255  -0.197
C: -2.263 -0.314 -3.113  -0.150
H: -2.449 0.188 -2.161  0.113
H: -1.182 -0.394 -3.253  0.117
H: -2.422 1.487 -4.285  0.109
H: -3.943 0.615 -4.077  0.117
H: -3.116 0.359 -6.394  0.107
H: -1.588 -0.291 -5.792  0.114
H: -3.092 -2.128 -6.493  0.108
H: -4.342 -1.543 -5.393  0.115
H: -3.097 -3.424 -4.369  0.117
H: -1.577 -2.547 -4.577  0.121
H: -3.934 -1.655 -2.845  0.154
H: -1.771 -4.434 -0.234  0.096
H: -2.520 -3.557 1.127  0.097
H: 3.599 2.606 2.356  0.129
H: 5.437 4.693 5.803  0.095
H: 6.711 4.762 4.562  0.093

Its HOMO energy is -8.14 eV. As for the net charge: 0. As for the gap between HOMO and LUMO: 8.812 eV. The LUMO energy comes out at 0.676 eV. The energy above the lowest of the compared OMol25 structures with the same formula, charge and spin comes out at 218.8 kJ/mol. For the molar mass, the calculation gives 390.50 g mol⁻¹.


The following is a quantum chemistry calculation of a 10-piece molecular cluster, C23H52N2O16 overall, from OMol25.

Each line ends with the Löwdin spin population.
Cartesian coordinates (Å):
C: -1.228 -4.282 -1.268  0.002
O: -0.980 -4.659 -2.625  0.001
H: -2.165 -3.739 -1.145  0.001
H: -1.046 -5.105 -0.577  0.000
H: -0.544 -3.478 -0.999  0.001
H: -1.180 -3.907 -3.187  0.000
C: 4.120 -0.549 4.024  0.000
O: 3.902 0.428 3.069  0.000
H: 3.309 -0.481 4.749  0.000
H: 4.067 -1.502 3.498  0.000
H: 5.121 -0.497 4.453  0.000
H: 4.741 0.664 2.667  0.000
C: 0.637 3.618 -2.789  0.000
O: 1.143 4.047 -1.539  0.004
H: -0.173 2.893 -2.707  0.000
H: 0.291 4.420 -3.441  0.000
H: 1.493 3.119 -3.242  0.000
H: 1.314 3.244 -1.041  -0.001
C: 3.962 0.218 -1.523  0.004
O: 5.114 0.339 -2.294  0.005
H: 4.072 0.821 -0.622  0.000
H: 3.045 0.623 -1.952  0.002
H: 3.785 -0.804 -1.188  0.001
H: 5.053 -0.398 -2.906  0.000
C: -2.481 -3.159 2.383  0.001
O: -3.414 -3.533 3.382  0.001
H: -3.056 -2.916 1.489  0.000
H: -1.915 -2.305 2.755  0.001
H: -1.868 -4.046 2.224  0.000
H: -2.960 -3.977 4.102  0.000
C: 0.073 4.495 -7.871  0.000
C: -0.515 3.918 -6.523  0.000
C: -1.791 3.262 -6.754  0.000
O: -1.763 2.154 -5.941  0.000
C: -0.508 1.925 -5.499  0.000
O: -0.243 1.001 -4.742  0.000
O: 0.291 2.876 -6.018  0.000
H: 0.041 3.694 -8.610  0.000
H: 1.118 4.770 -7.732  0.000
H: -0.549 5.358 -8.107  0.000
H: -0.503 4.678 -5.742  0.000
H: -1.971 3.015 -7.801  0.000
H: -2.526 4.001 -6.437  0.000
C: 4.458 -5.652 4.739  0.000
C: 3.786 -4.360 4.241  0.000
C: 4.165 -4.043 2.835  0.000
O: 2.975 -3.709 2.221  0.000
C: 1.890 -4.090 2.949  0.000
O: 0.712 -4.107 2.609  0.000
O: 2.422 -4.536 4.118  0.000
H: 4.227 -6.444 4.027  0.000
H: 4.084 -5.819 5.750  0.000
H: 5.527 -5.503 4.892  0.000
H: 3.990 -3.483 4.855  0.000
H: 4.432 -4.967 2.321  0.000
H: 4.913 -3.251 2.802  0.000
C: -4.704 -0.645 2.045  0.000
C: -3.881 0.679 2.129  0.000
C: -4.071 1.418 3.449  0.000
O: -2.706 1.720 3.737  0.000
C: -1.852 0.961 3.005  0.000
O: -0.652 0.962 3.145  -0.001
O: -2.530 0.209 2.195  0.000
H: -4.404 -1.267 2.889  0.000
H: -4.631 -1.207 1.115  0.000
H: -5.760 -0.486 2.264  0.000
H: -4.131 1.244 1.231  0.000
H: -4.447 0.703 4.181  0.000
H: -4.711 2.286 3.297  0.000
C: -2.426 2.220 -0.670  0.000
O: -3.412 1.760 -1.221  0.000
N: -2.373 3.291 0.116  0.001
C: -1.234 3.725 0.833  0.002
C: -3.575 4.166 0.299  0.000
H: -1.422 1.773 -0.735  0.000
H: -0.846 4.640 0.385  0.000
H: -0.350 3.100 0.703  0.001
H: -1.407 3.873 1.899  0.000
H: -4.342 3.991 -0.455  0.000
H: -4.057 4.043 1.269  0.000
H: -3.338 5.227 0.213  0.000
C: 1.330 0.436 0.476  -0.025
O: 1.545 1.485 -0.176  0.391
N: 0.628 -0.530 -0.073  0.420
C: 0.026 -0.528 -1.399  0.049
C: 0.428 -1.767 0.720  0.052
H: 1.602 0.204 1.517  -0.005
H: 0.107 0.411 -1.948  0.001
H: -1.025 -0.815 -1.377  0.019
H: 0.484 -1.250 -2.075  0.025
H: 1.098 -1.706 1.578  0.000
H: -0.651 -1.897 0.801  0.022
H: 0.793 -2.707 0.307  0.023

Its HOMO energy (alpha / beta) is -11.83 / -11.82 eV. As for the net charge: +1. As for the gap between HOMO and LUMO (alpha / beta): 8.959 / 3.880 eV. The LUMO energy (alpha / beta) comes out at -2.867 / -7.943 eV. For the molar mass, the calculation gives 612.67 g mol⁻¹. As for the spin multiplicity: 2.


The following is a quantum chemistry calculation of a 2-piece molecular cluster, C2H8S2 overall, from OMol25.

Each line ends with the Löwdin charge.
Cartesian coordinates (Å):
C: -2.383 5.475 -1.873  -0.052
H: -2.683 6.021 -2.766  0.012
H: -2.516 6.095 -0.994  0.013
H: -1.344 5.186 -2.016  0.014
H: -3.013 4.589 -1.858  0.013
C: 2.452 -4.021 0.650  -0.480
S: 2.040 -3.301 2.271  0.340
S: 0.328 -4.326 2.750  0.282
H: 1.651 -3.903 -0.074  0.033
H: 2.717 -5.054 0.799  0.022
H: 3.298 -3.454 0.351  0.007
H: -0.547 -3.307 2.760  -0.204

Its HOMO energy is -8.82 eV. As for the net charge: 0. As for the gap between HOMO and LUMO: 9.456 eV. The LUMO energy comes out at 0.639 eV. The energy above the lowest of the compared OMol25 structures with the same formula, charge and spin comes out at 10.9 kJ/mol. For the molar mass, the calculation gives 96.22 g mol⁻¹. Its structure (SMILES) is CSS.C.


The following is a quantum chemistry calculation of C11H23O4PbS as an isolated structure, from OMol25.

Each line ends with the Löwdin charge.
Cartesian coordinates (Å):
C: 5.274 0.386 1.743  -0.114
O: 4.703 0.396 0.461  -0.183
C: 3.405 -0.151 0.415  -0.258
C: 3.022 -0.247 -1.042  -0.158
C: 1.773 -1.090 -1.336  -0.191
C: 0.767 -1.175 -0.206  -0.229
C: -0.558 -1.767 -0.659  -0.195
C: -1.610 -1.744 0.459  -0.155
C: -3.049 -1.424 0.000  -0.200
C: -3.425 0.007 0.322  -0.283
C: -2.914 1.092 -0.621  -0.319
C: -2.701 2.436 0.017  -0.200
S: -0.858 2.577 0.255  0.419
O: -0.648 3.987 0.317  -0.272
O: -0.366 1.901 -0.937  -0.330
O: -0.703 1.803 1.459  -0.312
H: 4.552 0.667 2.511  0.086
H: 6.078 1.110 1.750  0.086
H: 5.667 -0.600 1.987  0.086
H: 3.403 -1.136 0.892  0.125
H: 2.720 0.496 0.966  0.126
H: 2.869 0.758 -1.421  0.118
H: 3.874 -0.665 -1.567  0.116
H: 1.266 -0.628 -2.179  0.108
H: 2.081 -2.088 -1.640  0.114
H: 1.141 -1.789 0.611  0.124
H: 0.581 -0.179 0.174  0.083
H: -0.921 -1.228 -1.533  0.103
H: -0.384 -2.802 -0.939  0.120
H: -1.302 -1.001 1.194  0.116
H: -1.639 -2.697 0.972  0.121
H: -3.146 -1.615 -1.075  0.115
H: -3.738 -2.087 0.519  0.120
H: -3.286 0.264 1.367  0.155
H: -4.594 0.030 0.237  -0.105
H: -2.003 0.740 -1.117  0.117
H: -3.608 1.277 -1.535  0.011
H: -3.050 3.289 -0.551  0.104
H: -3.150 2.488 1.003  0.102
Pb: -5.524 0.409 -1.274  1.730

Its HOMO energy is -10.90 eV. As for the net charge: +1. As for the gap between HOMO and LUMO: 2.625 eV. The LUMO energy comes out at -8.273 eV. For the molar mass, the calculation gives 458.57 g mol⁻¹.